# 1
# C15H15AlN3P

A molecular structure, C15H15AlN3P (wB97M-V/def2-TZVPD, the Open Molecules 2025 dataset).

Properties
Energy relative to the best compared isomer or geometry (same formula, charge and spin): 88.6 kcal per mole
Total energy: -36147.210 eV
Lowest unoccupied orbital energy (alpha / beta): -0.2 / -0.3 eV
Total charge: 0
HOMO level (alpha / beta): -5.15 / -3.89 eV

Geometry (Å):
C (0.62, 2.13, -2.88)
C (0.17, 3.47, -2.88)
C (-1.20, 3.53, -3.25)
C (-1.56, 2.22, -3.58)
C (-0.44, 1.36, -3.39)
Al (-1.18, 2.47, -1.66)
P (-1.91, 3.62, 0.01)
H (1.72, 2.13, -2.34)
H (0.70, 4.43, -2.74)
H (-1.75, 4.44, -3.45)
H (-0.84, 0.21, -3.54)
H (-2.55, 2.10, -4.02)
H (-3.09, 3.12, 0.59)
H (-2.26, 4.84, -0.68)
H (-0.98, 3.98, 0.98)
N (3.77, -6.05, 3.71)
C (3.14, -5.19, 3.21)
C (2.31, -4.14, 2.68)
C (2.83, -3.23, 1.75)
C (2.03, -2.22, 1.20)
C (0.69, -2.07, 1.57)
C (0.17, -2.98, 2.53)
C (0.98, -4.00, 3.07)
N (-0.09, -1.03, 0.96)
C (-1.45, -0.77, 1.28)
C (-1.84, 0.29, 0.48)
N (-0.76, 0.69, -0.36)
C (0.24, -0.14, -0.03)
H (3.87, -3.33, 1.45)
H (2.46, -1.53, 0.49)
H (-0.88, -2.90, 2.87)
H (0.57, -4.71, 3.80)
H (-1.95, -1.31, 2.05)
H (-2.79, 0.74, 0.51)
H (1.25, -0.16, -0.39)

=====

# 2
# C8H11I2NO4

A single C8H11I2NO4 molecule (wB97M-V/def2-TZVPD, the Open Molecules 2025 dataset).

Properties
Energy relative to the best compared isomer or geometry (same formula, charge and spin): 0.0 kcal per mole
Total energy: -34350.840 eV
Lowest unoccupied orbital energy: -0.3 eV
Total charge: 0
SMILES string: CCOC(=O)C[C@@](/C=C/I)(CI)ON=O
HOMO level: -9.12 eV

Geometry (Å):
C (3.63, -0.39, 0.38)
C (2.75, 0.77, 0.69)
C (0.37, -0.25, 0.33)
C (-2.05, -1.82, -0.13)
C (1.46, 0.18, 1.27)
C (2.47, 1.56, -0.63)
C (-1.75, -0.41, -0.20)
C (4.87, -0.72, 0.80)
N (4.64, 1.81, 1.51)
O (0.65, -0.82, -0.68)
O (5.35, 2.17, 2.43)
O (3.32, 1.48, 1.74)
O (-0.84, 0.06, 0.74)
I (0.94, 3.03, -0.49)
I (6.03, -1.77, -0.65)
H (3.44, -0.69, -0.63)
H (-2.44, -2.13, 0.83)
H (-2.79, -1.94, -0.92)
H (-1.26, -2.51, -0.41)
H (1.11, 0.82, 2.05)
H (1.80, -0.72, 1.74)
H (3.32, 2.20, -0.83)
H (2.18, 0.69, -1.31)
H (-2.71, 0.20, -0.04)
H (-1.36, -0.13, -1.21)
H (5.53, -0.50, 1.63)

=====

# 3
# C24H40N5O10PS2

3 unconnected molecules or ions with the total composition C24H40N5O10PS2 (wB97M-V/def2-TZVPD, the Open Molecules 2025 dataset).

Properties
Total energy: -84421.543 eV
Lowest unoccupied orbital energy: -0.8 eV
Total charge: 0
SMILES string: O=C1c2c(S)ccc(CCSc3nnco3)c2C(=O)N1P(=O)(O)O.COCCNCCOC.COCCNCCOC
HOMO level: -8.74 eV

Geometry (Å):
O (-1.80, 2.46, 0.17)
C (-0.62, 2.34, 0.23)
C (0.18, 1.09, 0.30)
C (-0.22, -0.22, 0.14)
S (-1.86, -0.76, -0.20)
C (0.76, -1.21, 0.24)
C (2.07, -0.86, 0.49)
C (2.49, 0.46, 0.67)
C (3.93, 0.76, 0.98)
C (4.09, 1.45, 2.35)
S (5.24, 0.47, 3.38)
C (4.98, 1.27, 4.90)
N (5.79, 1.93, 5.64)
N (5.07, 2.32, 6.77)
C (3.87, 1.88, 6.59)
O (3.73, 1.19, 5.43)
C (1.50, 1.42, 0.53)
C (1.61, 2.90, 0.57)
O (2.57, 3.58, 0.77)
N (0.33, 3.38, 0.28)
P (-0.07, 5.04, 0.12)
O (-0.07, 5.49, -1.26)
O (-1.49, 5.23, 0.80)
O (0.95, 5.85, 1.02)
H (-2.57, 0.36, -0.05)
H (0.48, -2.24, 0.11)
H (2.80, -1.66, 0.56)
H (4.33, 1.42, 0.22)
H (4.47, -0.17, 0.98)
H (3.14, 1.45, 2.87)
H (4.46, 2.45, 2.28)
H (3.02, 2.00, 7.22)
H (-1.47, 5.00, 1.73)
H (1.14, 5.46, 1.88)
C (-4.65, -3.76, 5.38)
O (-5.07, -4.90, 4.64)
C (-6.40, -4.82, 4.13)
C (-6.42, -4.63, 2.63)
N (-5.96, -3.31, 2.24)
C (-5.70, -3.13, 0.81)
C (-4.68, -4.02, 0.12)
O (-3.33, -3.77, 0.50)
C (-2.91, -4.37, 1.71)
H (-3.74, -4.03, 5.89)
H (-4.44, -2.91, 4.73)
H (-5.40, -3.47, 6.12)
H (-6.97, -4.03, 4.64)
H (-6.88, -5.78, 4.36)
H (-7.45, -4.77, 2.27)
H (-5.81, -5.43, 2.20)
H (-5.11, -3.08, 2.75)
H (-5.38, -2.09, 0.68)
H (-6.66, -3.23, 0.28)
H (-4.72, -3.79, -0.94)
H (-4.91, -5.09, 0.22)
H (-3.38, -5.35, 1.86)
H (-3.11, -3.73, 2.57)
H (-1.84, -4.52, 1.64)
C (4.89, 1.34, -6.44)
O (3.97, 2.41, -6.34)
C (2.76, 2.23, -7.06)
C (1.58, 1.98, -6.14)
N (1.66, 0.67, -5.51)
C (0.71, 0.45, -4.42)
C (0.74, 1.37, -3.21)
O (1.89, 1.23, -2.38)
C (3.05, 1.92, -2.83)
H (5.84, 1.69, -6.05)
H (4.58, 0.47, -5.86)
H (5.03, 1.04, -7.48)
H (2.86, 1.44, -7.80)
H (2.57, 3.17, -7.60)
H (0.66, 2.04, -6.73)
H (1.56, 2.80, -5.41)
H (2.60, 0.52, -5.16)
H (0.88, -0.57, -4.06)
H (-0.30, 0.47, -4.84)
H (-0.11, 1.09, -2.58)
H (0.60, 2.43, -3.48)
H (2.79, 2.86, -3.33)
H (3.65, 1.30, -3.50)
H (3.65, 2.15, -1.95)

=====

# 4
# C2HF3I2

A single C2HF3I2 molecule (wB97M-V/def2-TZVPD, the Open Molecules 2025 dataset).

Properties
Energy relative to the best compared isomer or geometry (same formula, charge and spin): 83.3 kcal per mole
Total energy: -26439.544 eV
Lowest unoccupied orbital energy: -0.5 eV
Total charge: 0
HOMO level: -8.58 eV

Geometry (Å):
C (1.32, -1.12, -1.49)
C (-0.51, 1.05, 1.21)
F (1.29, -0.27, -2.50)
F (-1.83, 1.09, 1.61)
F (0.28, 0.86, 2.30)
I (0.43, -3.02, -2.01)
I (-0.52, -0.65, -0.01)
H (-0.46, 2.06, 0.89)